Molecular formula: C31H32GeN8O4Pd
Method: DFT, ωB97M-V with the def2-TZVPD basis set

Last column: Mulliken charge in e.
Geometry (Å):
H 1.185639 0.001081 0.809373  -0.332
H 5.730151 1.708799 -3.473557  0.508
O -3.699308 0.907897 1.082195  -0.926
C -6.418760 0.745551 -0.102837  0.955
H -7.247925 0.005209 1.445309  0.289
C 4.475990 1.297966 -1.789447  0.350
Ge 0.254149 0.458185 3.191801  0.557
N -0.763658 -3.697420 0.408378  0.903
O -2.902176 0.695288 -0.951754  -0.799
H 0.584402 -5.029129 1.169997  0.309
C -1.145185 -2.695222 -0.401312  -0.214
H 2.871531 -6.502034 -3.113828  0.399
C -0.886111 -0.652445 4.350819  -1.288
N -1.435265 -3.626189 1.572122  -1.067
H 1.724453 -2.567350 -0.339313  0.779
C -0.809318 3.752810 0.233525  -0.543
H -0.449636 -5.681268 -0.086707  0.408
N 1.261736 3.528486 0.114998  1.056
C 5.151893 2.142832 -2.669594  -0.864
C 2.089194 0.590738 3.950992  -1.167
N -2.043109 -1.952140 0.210963  -0.340
H 0.336122 -1.404244 1.484584  0.557
O -6.357732 0.162206 1.119412  -0.454
C -2.196800 -2.570757 1.411584  -0.472
H 2.705314 1.269889 3.357947  0.262
N -0.620760 2.514087 -0.290915  -0.352
C -5.231838 1.076430 -0.764735  0.123
H -0.840532 2.466194 4.334147  0.467
H -4.368332 1.859812 -2.537203  0.404
C -0.562017 2.258786 3.299231  -1.134
H -0.665073 -1.717177 4.269257  0.377
C -5.300716 1.628683 -2.040475  -0.346
C 5.052468 3.511920 -2.512587  -0.692
N 4.812197 -2.063487 -2.907410  -0.395
O 3.553681 -0.964129 -1.494337  -0.151
H -0.759809 -0.351004 5.391415  0.390
H 4.135848 5.121142 -1.426572  0.402
H 1.216566 1.575214 -0.771883  0.902
Pd -1.526447 0.403098 0.740524  0.505
C -6.516598 1.877674 -2.653077  -0.703
C 3.343962 -4.471736 -2.644261  -0.910
H 2.886242 3.349667 1.403500  0.143
H 2.061380 0.962674 4.976532  0.383
C 0.688488 2.414364 -0.359817  -0.612
C 3.810414 -2.155236 -2.087910  0.502
H 2.770887 4.863499 0.503353  0.457
C 4.481363 -0.135352 -2.045596  0.424
C -3.874439 0.871837 -0.164372  1.440
C 1.231986 -4.608015 -0.827752  0.853
H -8.559518 0.731364 -0.208093  0.271
H -6.555153 2.318273 -3.640501  0.386
N 0.305626 4.401498 0.487202  -1.108
C 1.568267 -5.703658 -1.613471  -0.832
H -1.929238 -0.490419 4.071879  0.324
N 5.240235 -0.769191 -2.878877  -0.548
H -2.873153 -2.211948 2.169741  0.547
C 3.016018 -3.358566 -1.867007  -0.101
C -7.640742 0.989610 -0.724679  -0.849
C 3.586992 3.215447 -0.623245  0.526
H 0.098261 3.057724 2.967362  0.306
C 2.665385 3.784734 0.425448  -0.744
H -8.649655 1.739114 -2.451167  0.379
C 3.739386 1.837190 -0.739976  -0.243
C -7.689210 1.555607 -1.986432  -0.486
H -0.751479 -2.532743 -1.390637  0.524
H 5.576701 4.172230 -3.190514  0.393
C 0.321376 -0.315622 1.396158  -0.430
H -1.476816 2.286393 2.706512  0.241
H 2.575005 -0.386106 3.954835  0.360
C 2.621469 -5.638774 -2.511726  -0.816
C 4.249854 4.047451 -1.513937  -0.829
H 1.006869 -6.625385 -1.516341  0.387
C 1.962803 -3.428598 -0.954538  0.005
H 4.160100 -4.389295 -3.347443  0.536
C 0.141903 -4.809314 0.197821  -0.818
H -1.781544 4.174009 0.427752  0.454
H 3.275745 1.171295 -0.020833  0.827

Cartesian forces (eV/Å) of the 3 atoms listed first:
H 0.0 0.1 0.1
H 0.0 0.0 0.0
O 0.2 0.0 0.0

Computed properties:
Gap between HOMO and LUMO (alpha / beta), eV: 7.2 / 7.8
LUMO (alpha / beta), eV: -0.334 / -0.551
Multiplicity: 3